(1)
Molecular formula: C5H8O2S
Method: DFT, wB97M-V/def2-TZVPD

Summary:
ΔE to the lowest compared entry with this formula, charge and spin ... 237.8 kJ/mol
E_HOMO ... -0.3205 hartree
M ... 132.2 g mol⁻¹
Gap between HOMO and LUMO ... 8.3 eV

Each line ends with the natural charge from an NBO analysis.
Element x y z (Å)
C  1.10  0.68  1.28  -0.74
C  1.14  0.24  -0.09  -0.01
C  0.03  0.55  -1.02  -0.04
C  -1.02  -0.50  -0.86  0.04
C  -0.86  -1.66  -0.02  -0.10
H  0.66  1.69  1.30  0.24
H  2.09  0.89  1.84  0.25
H  0.49  0.13  1.95  0.26
H  0.34  0.53  -2.03  0.22
H  -1.15  1.75  -0.02  0.48
H  -1.66  -0.53  -1.72  0.20
H  -1.47  -2.50  -0.22  0.19
H  0.01  -1.89  0.55  0.20
O  -0.53  1.83  -0.76  -0.70
O  -1.65  -0.58  0.43  -0.50
S  2.47  -0.63  -0.60  0.01

---

(2)
Molecular formula: C38H41ClNORbSb2
Method: DFT, wB97M-V/def2-TZVPD

Summary:
ΔE to the lowest compared entry with this formula, charge and spin ... 0.0 kJ/mol
E_HOMO ... -0.0474 hartree
M ... 892.2 g mol⁻¹
Net charge ... -2
Gap between HOMO and LUMO ... 5.3 eV

Each line ends with the Mulliken charge.
Element x y z (Å)
Rb  0.48  -1.52  0.85  0.75
C  1.75  2.10  -3.85  -1.77
C  1.00  3.18  -3.06  0.91
C  -0.50  2.92  -3.00  -1.30
Sb  -1.57  4.08  -1.53  0.84
C  0.10  5.21  -0.76  -0.07
C  0.80  4.71  0.35  0.09
C  1.90  5.38  0.85  -0.68
C  2.34  6.56  0.27  -0.47
C  1.65  7.07  -0.82  -0.74
C  0.55  6.40  -1.33  -0.01
C  -2.17  5.71  -2.88  -0.12
C  -2.37  5.55  -4.25  -0.30
C  -2.88  6.57  -5.04  -0.55
C  -3.21  7.80  -4.48  -0.36
C  -3.02  7.98  -3.12  -0.55
C  -2.52  6.95  -2.34  -0.21
Sb  1.87  0.26  -2.64  0.69
C  3.32  -0.55  -4.03  0.18
C  3.06  -0.47  -5.40  -0.38
C  3.95  -0.98  -6.33  -0.51
C  5.13  -1.58  -5.91  -0.33
C  5.40  -1.67  -4.55  -0.66
C  4.50  -1.17  -3.62  -0.28
C  3.28  1.25  -1.36  0.04
C  2.93  1.51  -0.04  0.23
C  3.79  2.20  0.81  -0.54
C  5.01  2.65  0.34  -0.46
C  5.37  2.40  -0.98  -0.73
C  4.51  1.71  -1.82  -0.17
H  2.77  2.41  -4.07  0.52
H  1.24  1.90  -4.80  0.43
H  1.17  4.18  -3.49  0.31
H  1.42  3.24  -2.05  -0.24
H  -0.71  1.89  -2.72  0.26
H  -0.95  3.10  -3.98  0.44
H  0.49  3.76  0.78  0.11
H  2.44  4.95  1.69  0.36
H  3.21  7.07  0.66  0.34
H  1.99  7.99  -1.30  0.37
H  0.04  6.80  -2.20  0.34
H  -2.13  4.60  -4.73  0.22
H  -3.02  6.41  -6.11  0.36
H  -3.60  8.60  -5.09  0.34
H  -3.27  8.93  -2.66  0.35
H  -2.39  7.12  -1.27  0.35
H  2.15  0.01  -5.75  0.26
H  3.73  -0.91  -7.39  0.35
H  5.83  -1.98  -6.63  0.33
H  6.31  -2.15  -4.21  0.35
H  4.69  -1.28  -2.56  0.35
H  1.96  1.20  0.33  -0.24
H  3.49  2.40  1.83  0.52
H  5.68  3.19  0.99  0.34
H  6.33  2.75  -1.35  0.36
H  4.81  1.52  -2.84  0.34
C  -4.27  -0.16  4.14  -0.77
N  -3.70  -1.48  4.00  -0.15
C  -3.86  -1.94  2.63  -0.78
C  -2.28  -1.46  4.37  -0.18
C  -1.63  -2.83  4.36  -0.58
C  -2.03  -3.73  5.35  -0.64
C  -1.49  -5.01  5.40  -0.44
C  -0.56  -5.37  4.43  -0.50
C  -0.18  -4.45  3.46  -0.27
C  -0.69  -3.14  3.35  0.09
H  -5.34  -0.19  3.89  0.33
H  -3.79  0.59  3.49  0.17
H  -4.17  0.18  5.18  0.32
H  -4.92  -1.98  2.38  0.32
H  -3.43  -2.93  2.51  0.30
H  -3.35  -1.27  1.91  0.18
H  -2.22  -1.02  5.37  0.63
H  -1.71  -0.81  3.68  -0.10
H  -2.77  -3.43  6.08  0.29
H  -1.80  -5.71  6.17  0.33
H  -0.12  -6.37  4.45  0.29
H  0.56  -4.80  2.73  0.27
Cl  2.77  -2.20  -0.88  -0.80
C  -1.88  2.16  1.45  -0.95
C  -0.94  1.31  0.57  -0.65
O  -0.43  1.97  -0.37  0.25
H  -1.66  3.24  1.40  0.21
H  -1.84  1.81  2.49  0.17
H  -2.91  2.00  1.10  0.29

---

Q: What is the M in the first record?
A: 132.2 g mol⁻¹

---

Q: Among the records above, which one has the highest gap between HOMO and LUMO?
A: C5H8O2S